HN3S in the gas phase in a non-equilibrium geometry. Source: the OMol25 dataset; level of theory: the ωB97M-V functional and the def2-TZVPD basis.

## Properties
- HOMO: -8.489 eV
- Energy: -15319.906 eV
- Kohn-Sham gap: 7.5 eV
- Energy above the lowest of the compared OMol25 structures with the same formula, charge and spin: 12.8 kcal per mole

```
5
Properties=species:S:1:pos:R:3:forces:R:3:nbo_charge:R:1
N 2.336 2.073 0.486 1.6 1.4 -0.7 -0.049
N 3.338 2.383 0.801 -0.3 0.0 -0.1 0.059
N -0.300 0.294 0.658 -1.0 0.7 0.8 -0.801
S 1.121 0.394 1.196 0.0 -1.2 1.4 0.459
H -0.338 -0.462 0.025 -0.2 -1.0 -1.4 0.332
```
Positions in Å, forces in eV/Å.

***

A molecular structure, C35H35As2AuN2O3. Source: the OMol25 dataset; level of theory: the ωB97M-V functional and the def2-TZVPD basis.

## Properties
- Charge: +2
- HOMO (alpha / beta): -12.460 / -14.159 eV
- Energy: -171339.948 eV
- Kohn-Sham gap (alpha / beta): 7.0 / 5.8 eV
- Multiplicity: 3
- Energy above the lowest of the compared OMol25 structures with the same formula, charge and spin: 0.0 kcal per mole

```
78
Properties=species:S:1:pos:R:3:forces:R:3:lowdin_charge:R:1
Au -0.477 -0.092 -0.124 0.0 -0.1 -0.1 0.688
C -3.957 0.197 -0.570 0.1 0.0 0.0 -0.391
C -3.800 -0.764 0.603 0.0 0.0 0.0 -0.385
As -2.181 -0.310 1.595 -0.1 0.0 0.1 1.227
C -2.560 1.365 2.436 0.0 0.0 0.0 -0.397
C -1.718 2.450 2.210 0.0 0.0 0.0 -0.114
C -2.003 3.673 2.801 0.0 0.0 0.0 -0.058
C -3.122 3.806 3.611 0.0 0.0 0.0 -0.049
C -3.958 2.720 3.840 0.0 0.0 0.0 -0.053
C -3.680 1.495 3.255 0.0 0.0 0.0 -0.097
C -1.907 -1.636 2.947 0.0 0.0 0.0 -0.385
C -2.013 -2.985 2.616 0.0 0.0 0.0 -0.118
C -1.757 -3.948 3.579 0.0 0.0 0.0 -0.064
C -1.385 -3.564 4.862 0.0 0.0 0.0 -0.054
C -1.270 -2.219 5.185 0.0 0.0 0.0 -0.056
C -1.529 -1.248 4.228 0.0 0.0 0.0 -0.096
As -2.394 0.100 -1.741 0.0 0.0 0.0 1.261
C -2.499 -1.617 -2.591 0.0 0.0 0.0 -0.398
C -1.323 -2.334 -2.796 0.0 0.0 0.0 -0.128
C -1.372 -3.576 -3.413 0.0 0.0 0.0 -0.065
C -2.591 -4.100 -3.821 0.0 0.0 0.0 -0.052
C -3.763 -3.381 -3.623 0.0 0.0 0.0 -0.053
C -3.721 -2.137 -3.012 0.0 0.0 0.0 -0.092
C -2.597 1.449 -3.084 0.0 0.0 0.0 -0.377
C -2.456 1.117 -4.427 0.0 -0.1 0.0 -0.097
C -2.586 2.108 -5.389 0.0 0.0 0.0 -0.059
C -2.848 3.417 -5.010 0.0 0.0 0.0 -0.053
C -2.979 3.746 -3.667 0.0 0.0 0.0 -0.061
C -2.848 2.764 -2.698 0.0 0.0 0.1 -0.108
H -4.040 1.230 -0.226 0.0 0.0 0.0 0.071
H -4.846 -0.028 -1.158 0.0 0.0 0.0 0.083
H -3.712 -1.797 0.263 0.0 0.0 0.0 0.068
H -4.646 -0.701 1.287 0.0 0.0 0.0 0.088
H -0.837 2.340 1.587 0.0 0.0 0.0 0.071
H -1.350 4.518 2.633 0.0 0.0 0.0 0.115
H -3.342 4.759 4.071 0.0 0.0 0.0 0.118
H -4.825 2.828 4.478 0.0 0.0 0.0 0.118
H -4.328 0.648 3.448 0.0 0.0 0.0 0.112
H -2.304 -3.290 1.617 0.0 0.0 0.0 0.100
H -1.856 -4.997 3.334 0.0 0.0 0.0 0.115
H -1.191 -4.317 5.614 0.0 0.0 0.0 0.117
H -0.987 -1.924 6.187 0.0 0.0 0.0 0.117
H -1.451 -0.199 4.486 0.0 0.0 0.0 0.107
H -0.369 -1.910 -2.499 0.0 0.0 0.0 0.072
H -0.459 -4.131 -3.586 0.0 0.0 0.0 0.112
H -2.629 -5.068 -4.302 0.0 0.0 0.0 0.118
H -4.710 -3.787 -3.952 0.0 0.0 0.0 0.118
H -4.640 -1.578 -2.880 0.0 0.0 0.0 0.108
H -2.264 0.093 -4.724 0.0 0.0 0.0 0.103
H -2.490 1.854 -6.437 0.0 0.0 0.0 0.116
H -2.954 4.185 -5.765 0.0 0.0 0.0 0.117
H -3.185 4.767 -3.375 0.0 0.0 0.0 0.115
H -2.944 3.028 -1.651 0.0 0.0 0.0 0.100
O 2.446 0.546 3.229 -0.1 -0.1 -0.3 0.295
C 1.924 0.160 2.094 0.2 0.2 0.3 -0.499
O 1.439 1.001 1.359 -0.1 0.0 0.0 0.038
C 1.981 -1.300 1.808 -0.2 -0.3 -0.2 -0.197
C 2.896 -2.141 2.409 0.1 0.1 0.1 0.034
C 2.880 -3.488 2.060 0.0 0.0 0.0 -0.006
C 1.951 -3.923 1.136 -0.1 0.0 0.0 -0.008
C 1.063 -3.001 0.586 0.0 -0.1 0.0 -0.103
N 1.079 -1.718 0.911 0.1 0.3 0.1 0.054
H 3.614 -1.753 3.121 0.0 0.0 0.0 0.135
H 3.585 -4.177 2.503 0.0 0.0 0.0 0.129
H 1.903 -4.961 0.838 0.0 0.0 0.0 0.123
H 0.313 -3.311 -0.132 0.0 0.0 0.0 0.112
C 3.847 2.126 -2.788 0.0 0.0 0.0 -0.006
N 2.687 1.229 -2.855 0.0 0.0 0.0 -0.151
C 2.313 0.574 -4.108 0.0 0.0 0.0 -0.002
C 1.976 0.994 -1.776 -0.1 0.0 0.0 -0.287
O 0.995 0.213 -1.773 0.0 -0.1 0.0 -0.174
H 4.212 2.304 -3.794 0.0 0.0 0.0 0.093
H 4.652 1.681 -2.206 0.0 0.0 0.0 0.100
H 3.566 3.083 -2.353 0.0 0.0 0.0 0.099
H 2.900 0.994 -4.917 0.0 0.0 0.0 0.094
H 1.254 0.734 -4.305 0.0 0.0 0.0 0.091
H 2.498 -0.499 -4.049 0.0 0.0 0.0 0.102
H 2.281 1.526 -0.872 0.0 0.0 0.0 0.139
```
Positions in Å, forces in eV/Å.

***

A gas-phase ion, C16H27O2Si (charge +1) in a non-equilibrium geometry. Source: the OMol25 dataset; level of theory: the ωB97M-V functional and the def2-TZVPD basis.

## Properties
- Charge: +1
- HOMO: -11.914 eV
- Energy: -28996.353 eV
- Kohn-Sham gap: 7.3 eV
- Energy above the lowest of the compared OMol25 structures with the same formula, charge and spin: 14.0 kcal per mole

```
46
Properties=species:S:1:pos:R:3:forces:R:3:nbo_charge:R:1
C 3.021 -2.485 2.613 -0.1 0.0 0.2 -0.602
C 1.994 -2.012 1.567 0.2 -0.4 -0.1 -0.555
C 2.128 -0.621 1.062 2.6 1.1 1.1 0.847
C 1.878 -0.325 -0.377 -0.7 -1.1 -0.1 -0.396
C 3.242 0.090 -1.021 0.3 -0.4 0.1 -0.592
O 2.821 0.198 1.813 -2.0 -1.0 -0.6 -0.749
Si 2.230 1.692 2.623 -0.1 -0.2 -0.2 1.873
C 2.934 1.700 4.330 0.3 -0.1 0.0 -1.158
C 2.816 3.039 1.501 0.1 0.2 0.1 -1.164
C 0.407 1.380 2.595 0.0 0.0 -0.1 -1.175
H 2.689 -3.441 3.042 0.0 0.3 -0.2 0.241
H 4.002 -2.676 2.163 -0.2 0.3 0.0 0.229
H 3.120 -1.766 3.432 0.1 -0.2 -0.2 0.224
H 2.006 -2.684 0.693 -0.3 0.2 0.4 0.253
H 0.990 -2.061 2.019 -0.1 0.0 -0.2 0.290
H 1.627 -1.335 -0.755 -0.1 0.6 -0.1 0.249
H 3.506 -0.705 -1.738 0.1 0.6 0.2 0.246
H 3.211 1.055 -1.537 -0.2 -0.3 0.2 0.231
H 4.033 0.169 -0.266 -0.1 -0.1 -0.3 0.229
H 2.540 2.575 4.874 0.2 -0.3 -0.2 0.271
H 2.650 0.795 4.885 0.0 0.3 -0.1 0.261
H 4.030 1.759 4.312 -0.3 0.1 0.1 0.264
H 2.189 3.930 1.644 0.2 -0.1 -0.1 0.265
H 3.854 3.300 1.753 -0.2 0.0 -0.1 0.266
H 2.786 2.763 0.438 -0.1 0.0 0.3 0.248
H -0.129 2.294 2.881 0.0 -0.3 0.0 0.270
H 0.089 1.103 1.582 0.0 0.2 0.4 0.257
H 0.107 0.559 3.260 0.1 0.3 0.0 0.259
C 1.088 1.090 -3.329 0.0 0.6 0.0 -0.243
O 0.714 0.201 -2.302 0.8 -0.4 0.0 -0.558
C 0.737 0.584 -0.937 -1.3 0.4 -0.4 0.129
C -0.798 0.470 -0.583 0.1 0.6 -0.1 -0.100
C -1.462 1.599 -0.080 0.1 -0.3 0.4 -0.213
C -2.849 1.632 0.078 -0.1 0.1 -0.3 -0.212
C -3.634 0.616 -0.464 0.3 -0.2 0.3 -0.187
C -3.003 -0.489 -1.045 0.2 0.2 0.0 -0.225
C -1.608 -0.564 -1.093 0.3 0.0 0.2 -0.133
H 1.062 0.504 -4.246 0.1 0.1 0.0 0.213
H 0.363 1.908 -3.414 0.1 0.0 0.0 0.184
H 2.098 1.505 -3.189 -0.3 -0.1 -0.1 0.164
H 1.070 1.636 -0.769 -0.4 -0.5 -0.3 0.191
H -0.892 2.478 0.221 0.0 -0.2 0.0 0.206
H -3.320 2.485 0.577 0.2 -0.3 -0.3 0.226
H -4.725 0.680 -0.430 0.4 -0.1 0.0 0.230
H -3.605 -1.271 -1.507 0.2 0.1 0.2 0.228
H -1.127 -1.400 -1.595 -0.2 0.1 0.1 0.214
```
Positions in Å, forces in eV/Å.

***

> Look up the energy above the lowest of the compared OMol25 structures with the same formula, charge and spin of the first one.

12.8 kcal per mole